1.
DFT (the ωB97M-V functional and the def2-TZVPD basis) results for C13H29Cl2CoN2P as an isolated structure.

Atoms and positions in Å:
Co (1.52329, -0.86167, 0.77544)
Cl (0.98404, -0.07506, 2.69570)
Cl (2.40247, -0.06580, -1.00755)
H (0.50447, -2.13737, 0.44706)
H (1.19668, -2.48809, 0.71732)
P (-1.09499, 0.42181, -0.45099)
C (-2.46570, 0.95903, 0.75138)
C (-1.33870, 1.81898, -1.65364)
C (-2.12297, -0.88365, -1.37038)
C (-1.85639, 1.63053, 1.97588)
H (-2.85430, -0.03410, 1.04013)
C (-3.67195, 1.80702, 0.31001)
H (-3.41072, 2.84889, 0.08161)
H (-4.35377, 1.82760, 1.17449)
H (-4.22901, 1.39387, -0.53485)
H (-0.96954, 1.08602, 2.32371)
H (-2.61145, 1.62376, 2.77978)
H (-1.56682, 2.67416, 1.77971)
H (-2.45012, -1.48458, -0.51075)
C (-1.23525, -1.74611, -2.26327)
C (-3.39477, -0.48520, -2.14974)
H (-4.24574, -0.30261, -1.49136)
H (-3.66431, -1.33959, -2.79228)
H (-3.27228, 0.38379, -2.81152)
H (-0.37248, -2.14173, -1.71918)
H (-0.87181, -1.18782, -3.14268)
H (-1.85075, -2.58626, -2.62432)
C (-0.76533, 3.11527, -1.08376)
H (-2.43171, 1.90666, -1.75786)
C (-0.70378, 1.52815, -3.01253)
H (-1.36054, 3.52698, -0.26592)
H (-0.73952, 3.85629, -1.89061)
H (0.26201, 2.97388, -0.72766)
H (0.30924, 1.12222, -2.89682)
H (-0.62710, 2.47615, -3.55763)
H (-1.29526, 0.84277, -3.62120)
C (4.19199, -3.54612, 1.50668)
C (4.27728, -2.12983, 1.90567)
N (3.52262, -1.07609, 1.64595)
C (4.09584, 0.00843, 2.32324)
C (5.21269, -0.42560, 2.99338)
N (5.30859, -1.76719, 2.71747)
H (4.89478, -3.76660, 0.68838)
H (4.48426, -4.16058, 2.36358)
H (3.18004, -3.78770, 1.18015)
H (3.63598, 0.97624, 2.36704)
H (5.91355, 0.10891, 3.61371)
H (5.92723, -2.43808, 3.17904)

Its HOMO-LUMO gap (spin up / spin down) is 0.07300 / 0.30469 Ha. The energy above the lowest of the compared OMol25 structures with the same formula, charge and spin is 0.000 eV. The calculation puts the HOMO energy (spin up / spin down) at 0.6 / -5.7 eV. Its net charge is -1. As for the multiplicity: 5.

2.
DFT (the ωB97M-V functional and the def2-TZVPD basis) results for one molecule with the formula C3H7NO2.

Atoms and positions in Å:
C (-0.63792, 0.39633, -0.63112)
C (-1.50117, -0.36116, 0.46949)
C (0.15530, -0.92711, -0.80038)
N (1.80339, 0.04631, 0.63934)
O (-0.52944, -1.46624, 0.40077)
O (1.69603, -0.80837, -0.43257)
H (-1.27237, 0.52018, -1.43015)
H (-0.08203, 1.21448, -0.12711)
H (-1.70257, -0.01806, 1.50067)
H (-2.50816, -0.58479, 0.18543)
H (0.33956, -1.59961, -1.61942)
H (2.52407, 0.68897, 0.50241)
H (2.10791, -0.54037, 1.40283)

Its structure (SMILES) is NO[C@@H]1CCO1. Its HOMO-LUMO gap is 0.38634 Ha. The energy above the lowest of the compared OMol25 structures with the same formula, charge and spin is 4.911 eV. The calculation puts the HOMO energy at -9.4 eV.

3.
DFT (the ωB97M-V functional and the def2-TZVPD basis) results for C5H7O3Sr as an isolated structure.

Atoms and positions in Å:
O (-1.29805, 0.84440, -0.43374)
C (-0.66871, 1.43298, -1.29049)
O (-0.48080, 2.67530, -1.48621)
Sr (-0.48050, 2.86073, -3.80956)
O (-0.22135, 0.74486, -2.41374)
C (0.20196, -0.65410, -2.26244)
H (0.45588, -0.95851, -3.28292)
H (1.10700, -0.70551, -1.64435)
H (-0.63502, -1.28395, -1.93795)
C (0.55598, 0.42784, 3.24170)
C (0.35758, -0.79562, 2.82626)
C (0.16127, -1.87426, 2.09309)
H (0.12595, 0.79123, 4.17769)
H (0.74756, 1.24387, 2.48399)
H (0.88032, -2.69711, 2.11679)
H (-0.80904, -2.05215, 1.62187)

Its HOMO-LUMO gap (spin up / spin down) is 0.19482 / 0.33995 Ha. The energy above the lowest of the compared OMol25 structures with the same formula, charge and spin is 0.000 eV. The calculation puts the HOMO energy (spin up / spin down) at -5.4 / -9.5 eV. As for the multiplicity: 2.

4.
DFT (the ωB97M-V functional and the def2-TZVPD basis) results for one molecule with the formula C3H7N5O.

Atoms and positions in Å:
C (-1.20247, -0.02158, -0.61920)
C (-0.69510, 1.28054, -0.62709)
C (1.47983, -0.02583, 0.05098)
N (-1.34397, -0.71873, 0.50940)
N (-0.35784, 1.78275, 0.53363)
N (-0.30172, -0.76395, 1.48243)
N (0.84713, 0.00236, 1.26219)
N (1.11269, -1.03299, -0.79690)
O (2.31494, 0.76472, -0.25362)
H (-1.46530, -0.51650, -1.47265)
H (-0.58292, 1.80636, -1.70049)
H (-1.98616, -1.51689, 0.59446)
H (0.35106, 2.46953, 0.45805)
H (-0.58591, -0.39686, 2.43750)
H (0.72423, -1.80843, -0.28841)
H (1.69150, -1.30448, -1.57027)

Its HOMO-LUMO gap (spin up / spin down) is 0.27464 / 0.27777 Ha. The energy above the lowest of the compared OMol25 structures with the same formula, charge and spin is 4.738 eV. The calculation puts the HOMO energy (spin up / spin down) at -7.9 / -8.0 eV.

5.
DFT (the ωB97M-V functional and the def2-TZVPD basis) results for a 6-piece molecular cluster, C32H39NSi overall.

Atoms and positions in Å:
N (3.15063, 1.73451, -2.90666)
C (2.50496, 3.04929, -2.78587)
C (1.15110, 3.11400, -3.49487)
Si (-0.05927, 1.73190, -3.02998)
H (4.13557, 1.87511, -3.10497)
H (2.78852, 1.22024, -3.70278)
H (3.14358, 3.82400, -3.22153)
H (2.38167, 3.31972, -1.73605)
H (0.70396, 4.08192, -3.27227)
H (1.32937, 3.07581, -4.56910)
H (-0.34726, 0.95614, -4.26241)
H (-1.35240, 2.23527, -2.52032)
H (0.49583, 0.77234, -2.05573)
C (-3.07044, 0.63674, 1.63062)
C (-1.79726, 0.24785, 1.23582)
C (-0.84481, 1.20809, 0.92405)
C (-1.16429, 2.55627, 1.01140)
C (-2.43597, 2.94462, 1.40980)
C (-3.39001, 1.98477, 1.71814)
H (-3.81584, -0.11155, 1.87094)
H (-1.54718, -0.80347, 1.17073)
H (0.14513, 0.90541, 0.60765)
H (-0.42111, 3.30504, 0.76758)
H (-2.68434, 3.99586, 1.47889)
H (-4.38300, 2.28712, 2.02477)
C (-0.87522, -4.17486, 4.62672)
C (-1.11335, -2.80774, 4.60295)
C (-2.08596, -2.28598, 3.76224)
C (-2.82391, -3.13224, 2.94599)
C (-2.58674, -4.49968, 2.96940)
C (-1.61185, -5.02086, 3.80907)
H (-0.11519, -4.58088, 5.28165)
H (-0.53966, -2.14579, 5.24000)
H (-2.26686, -1.21909, 3.74135)
H (-3.58463, -2.72620, 2.29038)
H (-3.16271, -5.15982, 2.33375)
H (-1.42550, -6.08687, 3.82538)
C (0.33432, 1.37092, 9.25373)
C (-0.43101, 0.22818, 9.06737)
C (-0.91040, -0.08702, 7.80358)
C (-0.62061, 0.73813, 6.72576)
C (0.14614, 1.87980, 6.91149)
C (0.62213, 2.19718, 8.17599)
H (0.70713, 1.61777, 10.23941)
H (-0.65409, -0.41699, 9.90730)
H (-1.51151, -0.97584, 7.65791)
H (-0.99340, 0.49179, 5.73909)
H (0.37253, 2.52190, 6.07006)
H (1.21799, 3.08889, 8.32182)
C (-4.19670, -1.09065, -5.43307)
C (-4.55927, -2.37609, -5.05499)
C (-4.26073, -2.83485, -3.77956)
C (-3.60210, -2.00674, -2.88109)
C (-3.24114, -0.72118, -3.25898)
C (-3.53611, -0.26354, -4.53527)
H (-4.42827, -0.73362, -6.42834)
H (-5.07497, -3.02084, -5.75500)
H (-4.54044, -3.83846, -3.48598)
H (-3.36960, -2.36330, -1.88572)
H (-2.72931, -0.07478, -2.55650)
H (-3.24930, 0.73776, -4.83010)
C (5.93759, -0.99582, -6.46369)
C (5.29044, 0.23089, -6.42030)
C (5.69280, 1.19477, -5.50616)
C (6.74362, 0.93362, -4.63749)
C (7.39084, -0.29314, -4.68186)
C (6.98721, -1.25789, -5.59404)
H (5.62346, -1.74840, -7.17509)
H (4.47247, 0.43582, -7.09898)
H (5.18576, 2.15130, -5.47084)
H (7.05866, 1.68622, -3.92571)
H (8.21020, -0.49720, -4.00502)
H (7.49014, -2.21557, -5.62647)

Its structure (SMILES) is NCC[SiH3].c1ccccc1.c1ccccc1.c1ccccc1.c1ccccc1.c1ccccc1. Its HOMO-LUMO gap is 0.36614 Ha. The calculation puts the HOMO energy at -9.2 eV.

6.
DFT (the ωB97M-V functional and the def2-TZVPD basis) results for C14H22ClNRe as an isolated structure.

Atoms and positions in Å:
C (-3.83911, -0.31191, -0.87456)
C (-4.17855, 1.06874, -0.52657)
C (-3.61421, -0.65671, -2.28358)
C (-4.11355, -1.38562, 0.08187)
Cl (-0.77028, 0.11993, 0.07407)
H (-4.59763, -0.81010, -2.76733)
H (-3.05020, -1.59624, -2.39945)
H (-3.10565, 0.15050, -2.83477)
H (-5.26140, 1.21962, -0.70174)
H (-3.64892, 1.79842, -1.16014)
H (-3.98961, 1.29561, 0.53193)
H (-5.18460, -1.65705, 0.00725)
H (-3.93098, -1.08169, 1.12223)
H (-3.53904, -2.29916, -0.14320)
C (3.34406, 1.92817, 0.11045)
C (3.27172, 1.10764, -1.06326)
C (1.93881, 1.19809, -1.60149)
H (4.10223, 0.55789, -1.50623)
C (1.19490, 2.12435, -0.77208)
C (2.06269, 2.55700, 0.29245)
H (1.79996, 3.28266, 1.04907)
H (4.21803, 2.09507, 0.73837)
H (1.54531, 0.70150, -2.48617)
H (0.17955, 2.45559, -0.92225)
C (2.57889, -1.68783, 1.85606)
C (3.32262, -1.21772, 0.70732)
C (2.51186, -1.51564, -0.48069)
H (4.37759, -0.94529, 0.70988)
C (1.27066, -2.07763, -0.02474)
C (1.32885, -2.18115, 1.39505)
H (0.52230, -2.57498, 2.03060)
H (2.94910, -1.71656, 2.87774)
H (2.83714, -1.51369, -1.50962)
H (0.44257, -2.37870, -0.65051)
Re (1.84914, 0.37463, 0.34787)
N (1.35215, 0.83551, 2.41955)
H (1.17161, 1.82094, 2.57786)
H (2.12445, 0.57965, 3.05139)
H (0.52754, 0.33618, 2.72734)

Its HOMO-LUMO gap (spin up / spin down) is 0.20287 / 0.27604 Ha. The energy above the lowest of the compared OMol25 structures with the same formula, charge and spin is 0.000 eV. The calculation puts the HOMO energy (spin up / spin down) at -13.3 / -15.5 eV. Its net charge is +2. As for the multiplicity: 4.